Record 1
{"formula": "C5H8O", "method": "ωB97M-V/def2-TZVPD", "symbols": ["C", "C", "C", "C", "O", "C", "H", "H", "H", "H", "H", "H", "H", "H"], "xyz": [[2.41500, -1.91273, 0.41371], [1.78117, -0.77928, 0.27037], [1.01077, 0.27184, 0.18869], [-0.46863, 0.12042, 0.51522], [-1.22384, 1.29324, 0.34787], [-2.03232, 1.34202, -0.80273], [2.81326, -2.21098, 1.38054], [2.55162, -2.59827, -0.41939], [1.40052, 1.25795, -0.05522], [-0.56473, -0.17381, 1.56690], [-0.87951, -0.69855, -0.09277], [-1.50025, 1.74687, -1.67464], [-2.42167, 0.34657, -1.05996], [-2.88138, 1.99471, -0.57858]], "orbital_gap_ev": 10.4703, "multiplicity": 1, "homo_ev": -9.4, "relative_energy_kcal_mol": 61.8, "energy_ev": -7359.57324, "smiles": "C=C=CCOC"}

Record 2
{"formula": "C5H8O", "method": "ωB97M-V/def2-TZVPD", "symbols": ["C", "C", "C", "O", "C", "C", "H", "H", "H", "H", "H", "H", "H", "H"], "xyz": [[2.17571, -0.80840, 0.48882], [1.25886, -0.17999, -0.28753], [-0.04080, 0.12853, 0.34142], [-0.24780, -0.28937, 1.44865], [-0.99220, 0.92869, -0.33482], [-1.78381, 0.10141, -1.32705], [3.33335, -0.92155, 0.33464], [1.80881, -0.93835, 1.52875], [1.44110, 0.21851, -1.24915], [-0.59015, 1.77992, -0.82742], [-1.76204, 1.37336, 0.34102], [-2.54558, 0.72398, -1.85347], [-2.26112, -0.75985, -0.94659], [-1.14845, -0.18247, -2.20212]], "orbital_gap_ev": 10.0700, "multiplicity": 1, "homo_ev": -9.7, "relative_energy_kcal_mol": 35.8, "energy_ev": -7360.70268, "smiles": "C=CC(=O)CC"}

Record 3
{"formula": "C5H8O", "method": "ωB97M-V/def2-TZVPD", "symbols": ["C", "C", "C", "C", "O", "C", "H", "H", "H", "H", "H", "H", "H", "H"], "xyz": [[-1.16230, -1.35135, 0.51119], [-0.83021, -0.11682, 0.86511], [0.59737, 0.37419, 0.98778], [1.29211, 0.40279, -0.38328], [0.40041, 1.05861, -1.29241], [-0.40521, 0.25316, -1.94152], [-0.39120, -2.10676, 0.42785], [-2.19758, -1.61238, 0.30053], [-1.63729, 0.60310, 0.92805], [1.19958, -0.25721, 1.65259], [0.58366, 1.38241, 1.41009], [1.48995, -0.60410, -0.76484], [2.21320, 0.98956, -0.36243], [-1.15248, 0.98480, -2.33872]], "orbital_gap_ev": 9.2307, "multiplicity": 1, "homo_ev": -8.3, "relative_energy_kcal_mol": 95.3, "energy_ev": -7358.12229}

Record 4
{"formula": "C5H8O", "method": "ωB97M-V/def2-TZVPD", "symbols": ["C", "C", "C", "C", "C", "O", "H", "H", "H", "H", "H", "H", "H", "H"], "xyz": [[-1.55809, -0.34212, -0.42388], [-0.74155, 0.93198, 0.44888], [0.59438, 0.27320, 0.72029], [1.70239, 0.08536, -0.29885], [0.61838, -0.92502, -0.17498], [-0.42284, -0.83554, -1.09286], [-2.25958, -0.11590, -1.26947], [-2.04710, -1.05708, 0.24129], [-0.98943, 1.42704, -0.46356], [-1.05929, 1.48035, 1.36113], [0.87049, 0.10212, 1.76152], [1.68342, 0.74437, -1.15905], [2.69521, -0.22047, 0.03718], [0.74949, -1.90079, 0.27634]], "orbital_gap_ev": 10.5680, "multiplicity": 1, "homo_ev": -9.4, "relative_energy_kcal_mol": 67.2, "energy_ev": -7359.34283, "smiles": "C1C[C@@H]2C[C@@H]2O1"}

Record 5
{"formula": "C5H8O", "method": "ωB97M-V/def2-TZVPD", "symbols": ["O", "C", "C", "C", "C", "C", "H", "H", "H", "H", "H", "H", "H", "H"], "xyz": [[-2.23358, 0.21629, -0.03387], [-1.50372, -0.73800, 0.13352], [-0.26431, -0.69805, 1.03120], [0.51548, 0.47037, 0.48069], [1.57053, 0.45500, -0.56937], [0.11705, 0.75016, -0.95082], [-1.69235, -1.66614, -0.43586], [-0.60645, -0.52599, 2.05606], [0.30410, -1.63247, 1.00098], [0.54272, 1.38461, 1.07742], [2.37741, 1.17882, -0.53442], [1.91868, -0.54113, -0.87279], [-0.77038, 1.44277, -0.87000], [-0.27518, -0.09625, -1.51276]], "orbital_gap_ev": 10.4844, "multiplicity": 1, "homo_ev": -9.4, "relative_energy_kcal_mol": 69.5, "energy_ev": -7359.24188, "smiles": "O=CCC1CC1"}

Record 6
{"formula": "C5H8O", "method": "ωB97M-V/def2-TZVPD", "symbols": ["C", "C", "C", "C", "C", "O", "H", "H", "H", "H", "H", "H", "H", "H"], "xyz": [[1.04208, -0.78364, -0.75396], [-0.03063, -0.02561, -0.04982], [-1.38690, -0.27056, -0.45422], [0.24890, 0.49934, 1.39642], [0.31077, 1.36959, 0.22798], [0.57424, 2.51258, 0.03303], [0.93153, -1.93784, -0.69549], [1.92231, -0.62736, -0.22683], [1.15847, -0.51312, -1.91639], [-1.73186, -1.19489, -0.11105], [-1.61768, -0.27504, -1.51339], [-2.08475, 0.41853, 0.14352], [1.24021, 0.24631, 1.71674], [-0.57668, 0.58171, 2.20346]], "orbital_gap_ev": 9.6974, "multiplicity": 1, "homo_ev": -8.8, "relative_energy_kcal_mol": 59.7, "energy_ev": -7359.66436, "smiles": "CC1(C)CC1=O"}

Record 7
{"formula": "C5H8O", "method": "ωB97M-V/def2-TZVPD", "symbols": ["C", "C", "C", "C", "C", "O", "H", "H", "H", "H", "H", "H", "H", "H"], "xyz": [[-1.03178, -0.45119, -0.51124], [0.30580, -0.39964, -0.42492], [1.35010, 0.58117, -0.78453], [0.63671, 0.69108, 0.55231], [-0.71056, 1.33325, 0.79644], [-1.68929, 0.31493, 0.39546], [-1.67643, -1.01735, -1.17602], [1.11921, 1.28063, -1.58608], [2.40027, 0.29744, -0.73565], [1.22811, 0.41158, 1.42384], [-0.91566, 2.22641, 0.19261], [-0.88862, 1.55868, 1.84894], [-0.15096, -3.80584, 0.09130], [-0.01260, -3.08153, -0.01731]], "orbital_gap_ev": 9.0989, "multiplicity": 1, "homo_ev": -8.2, "relative_energy_kcal_mol": 101.4, "energy_ev": -7357.85763, "smiles": "C1=C2C[C@H]2CO1.[H][H]"}

Record 8
{"formula": "C5H8O", "method": "ωB97M-V/def2-TZVPD", "symbols": ["C", "C", "C", "O", "C", "C", "H", "H", "H", "H", "H", "H", "H", "H"], "xyz": [[-0.30273, -0.83032, -0.86718], [-1.37599, 0.05859, -0.22585], [-0.51482, 1.31483, 0.06382], [0.05709, 1.20994, 1.35660], [0.96005, 0.13785, 1.15679], [0.87364, -0.00672, -0.37233], [-0.28170, -1.88986, -0.57938], [-0.35772, -0.78108, -1.95966], [-1.73865, -0.34231, 0.72643], [-2.23899, 0.27006, -0.86307], [0.47103, 1.25474, -0.70558], [0.67570, -0.78605, 1.68885], [1.95501, 0.43720, 1.50447], [1.81808, -0.04688, -0.92393]], "orbital_gap_ev": 8.3478, "multiplicity": 1, "homo_ev": -7.7, "relative_energy_kcal_mol": 120.9, "energy_ev": -7357.01378}

Record 9
{"formula": "C5H8O", "method": "ωB97M-V/def2-TZVPD", "symbols": ["C", "C", "C", "C", "C", "O", "H", "H", "H", "H", "H", "H", "H", "H"], "xyz": [[-1.93849, 0.39951, 0.22591], [-0.61853, -0.24463, -0.05505], [1.26627, -0.87236, 1.07320], [1.80179, -0.24030, -0.20350], [0.51432, 0.25680, -0.83992], [-0.33457, -0.76607, -1.32680], [-1.92652, 0.88598, 1.20553], [-2.73991, -0.34440, 0.22231], [-2.16298, 1.15125, -0.53569], [1.12402, -0.03551, 1.78965], [-0.24994, -1.01167, 0.72030], [2.47214, 0.60390, -0.00971], [2.30867, -0.96311, -0.84878], [0.48373, 1.18062, -1.41744]], "orbital_gap_ev": 8.6914, "multiplicity": 1, "homo_ev": -8.4, "relative_energy_kcal_mol": 128.3, "energy_ev": -7356.69104}

Record 10
{"formula": "C5H8O", "method": "ωB97M-V/def2-TZVPD", "symbols": ["C", "C", "C", "O", "C", "C", "H", "H", "H", "H", "H", "H", "H", "H"], "xyz": [[1.16641, 0.81918, -0.80456], [0.77638, 0.31307, 0.49437], [-0.44938, 1.10154, 0.35605], [-1.49760, 0.46759, -0.23219], [-1.12245, -0.91770, -0.33074], [0.10587, -1.04104, 0.55686], [0.81719, 0.43706, -1.74204], [2.06622, 1.39774, -0.91091], [1.42386, 0.55709, 1.33702], [-0.66596, 2.11325, 0.64826], [-0.40939, -0.75080, 1.61393], [-0.94313, -1.15541, -1.38181], [-1.96416, -1.52816, 0.01243], [0.71052, -1.93990, 0.39811]], "orbital_gap_ev": 8.4231, "multiplicity": 1, "homo_ev": -7.3, "relative_energy_kcal_mol": 85.2, "energy_ev": -7358.55993}

Record 11
{"formula": "C5H8O", "method": "ωB97M-V/def2-TZVPD", "symbols": ["C", "C", "C", "C", "O", "C", "H", "H", "H", "H", "H", "H", "H", "H"], "xyz": [[2.85510, 0.55690, 0.22684], [1.46388, 0.25688, 0.53430], [0.37032, -0.19688, 0.30082], [-0.62609, -0.73581, -0.64107], [-1.87110, -1.09171, -0.12303], [-2.54330, 0.02121, 0.40768], [3.30958, 1.49846, 0.53249], [3.52031, -0.27950, 0.48990], [2.63327, 0.66994, -0.84168], [-0.19303, -1.63766, -1.08715], [-0.73037, 0.01285, -1.44749], [-2.73715, 0.77769, -0.37014], [-3.49037, -0.34560, 0.80480], [-1.96103, 0.49322, 1.21373]], "orbital_gap_ev": 10.5284, "multiplicity": 1, "homo_ev": -9.6, "relative_energy_kcal_mol": 74.3, "energy_ev": -7359.03292, "smiles": "CC#CCOC"}

Record 12
{"formula": "C5H8O", "method": "ωB97M-V/def2-TZVPD", "symbols": ["C", "C", "C", "C", "C", "O", "H", "H", "H", "H", "H", "H", "H", "H"], "xyz": [[-1.33499, 0.68097, 0.35232], [-0.17955, -0.19535, -0.05004], [0.55131, -1.04574, 0.92177], [1.23866, 0.13058, 0.26679], [0.04318, -0.21231, -2.41908], [-0.36450, -0.82346, -1.33822], [-1.10767, 1.17252, 1.30418], [-2.25197, 0.09382, 0.47713], [-1.52193, 1.45888, -0.39795], [0.27007, -0.97346, 1.96539], [0.84589, -2.03260, 0.57615], [1.42523, 1.03063, 0.84083], [2.02192, -0.10085, -0.45511], [0.36435, 0.81637, -2.04415]], "orbital_gap_ev": 9.4451, "multiplicity": 1, "homo_ev": -8.6, "relative_energy_kcal_mol": 95.7, "energy_ev": -7358.10419}

Record 13
{"formula": "C5H8O", "method": "ωB97M-V/def2-TZVPD", "symbols": ["C", "C", "C", "C", "C", "O", "H", "H", "H", "H", "H", "H", "H", "H"], "xyz": [[-0.10228, -1.92455, 0.03062], [0.09093, -0.03071, -0.01588], [-0.88438, 1.03322, -0.60011], [-0.62911, 1.02504, 0.86266], [1.50489, 0.21799, -0.27561], [2.30528, -0.67208, -0.43190], [-0.96513, -1.32688, 0.12097], [0.23410, -2.39006, -0.90391], [0.45300, -2.36067, 0.86977], [-0.46382, 1.85365, -1.19255], [-1.87307, 0.73576, -0.95069], [-1.44258, 0.71556, 1.51902], [-0.03264, 1.83811, 1.28942], [1.80481, 1.28563, -0.32179]], "orbital_gap_ev": 10.4261, "multiplicity": 1, "homo_ev": -9.5, "relative_energy_kcal_mol": 90.7, "energy_ev": -7358.32022}

Record 14
{"formula": "C5H8O", "method": "ωB97M-V/def2-TZVPD", "symbols": ["C", "C", "C", "O", "C", "C", "H", "H", "H", "H", "H", "H", "H", "H"], "xyz": [[-1.22330, 0.72056, -0.74854], [-0.04906, 0.87153, -0.01166], [0.18370, 0.18172, 1.66283], [0.69363, -0.98669, 1.61601], [0.56478, -1.44488, -0.66938], [0.62996, -0.11468, -0.91835], [-1.74235, -0.23057, -0.78946], [-1.72685, 1.55226, -1.24643], [0.36028, 1.88198, -0.05225], [-0.84760, 0.28592, 2.05599], [0.83046, 1.00820, 2.02075], [-0.22746, -1.89307, -0.08609], [1.24429, -2.12773, -1.17299], [1.30952, 0.29545, -1.66044]], "orbital_gap_ev": [7.9617, 7.9601], "multiplicity": 1, "homo_ev": [-8.6, -8.6], "relative_energy_kcal_mol": 120.0, "energy_ev": -7357.05052}

Record 15
{"formula": "C5H8O", "method": "ωB97M-V/def2-TZVPD", "symbols": ["C", "C", "C", "O", "C", "C", "H", "H", "H", "H", "H", "H", "H", "H"], "xyz": [[0.93073, 1.63212, -0.06849], [-0.38608, 1.61400, -0.24363], [-1.30433, 0.54147, 0.27878], [-0.62756, -0.59704, 0.77227], [-0.00422, -1.35601, -0.17060], [0.89060, -2.28132, 0.15558], [1.44320, 0.84433, 0.47694], [1.54028, 2.43411, -0.47453], [-0.87792, 2.41402, -0.79712], [-1.88652, 0.92218, 1.12541], [-2.02473, 0.24908, -0.50194], [-0.29767, -1.15525, -1.20273], [1.16596, -2.44483, 1.19254], [1.35619, -2.88757, -0.61220]], "orbital_gap_ev": 10.0089, "multiplicity": 1, "homo_ev": -8.9, "relative_energy_kcal_mol": 43.8, "energy_ev": -7360.35639, "smiles": "C=CCOC=C"}

Record 16
{"formula": "C5H8O", "method": "ωB97M-V/def2-TZVPD", "symbols": ["C", "C", "C", "C", "O", "C", "H", "H", "H", "H", "H", "H", "H", "H"], "xyz": [[0.25593, -1.29440, -1.49901], [1.07535, -1.81437, -0.59238], [-0.87583, 1.19349, -0.04007], [0.36332, 1.52866, 0.76859], [-0.21954, 0.76247, 1.89916], [-1.24630, 0.51286, 1.05650], [0.60728, -0.62231, -2.27844], [-0.81247, -1.49314, -1.49143], [0.71008, -2.46189, 0.20115], [2.14149, -1.60052, -0.59516], [1.30200, 1.00592, 0.54828], [0.55073, 2.58358, 0.96697], [-2.09904, -0.10891, 1.29194], [-1.75300, 1.80856, -0.23608]], "orbital_gap_ev": 9.7719, "multiplicity": 1, "homo_ev": -8.7, "relative_energy_kcal_mol": 100.9, "energy_ev": -7357.87777}

Record 17
{"formula": "C5H8O", "method": "ωB97M-V/def2-TZVPD", "symbols": ["C", "O", "C", "C", "C", "C", "H", "H", "H", "H", "H", "H", "H", "H"], "xyz": [[-0.69978, 1.32576, -0.61415], [0.05648, 1.33936, 0.74822], [1.16976, 0.44666, 0.64228], [0.68021, -0.70811, 0.02116], [-0.70594, -1.09110, 0.48670], [-0.53135, -0.20645, -0.80184], [-1.61349, 1.59121, -0.33015], [-0.03711, 1.89025, -1.32243], [2.04576, 0.57668, 0.04543], [1.32317, 0.26598, 1.70967], [1.02974, -1.63527, -0.83748], [-0.83338, -2.12789, 0.45658], [-1.17660, -0.62874, 1.46659], [-0.70748, -1.03835, -1.67059]], "orbital_gap_ev": 10.6822, "multiplicity": 1, "homo_ev": -9.7, "relative_energy_kcal_mol": 109.6, "energy_ev": -7357.50460, "smiles": "C1OC[C@H]2C[C@@H]12"}